Computed, not measured: 6 unconnected molecules or ions with the total composition C10H20Cl8O6 in a non-equilibrium geometry, with wB97M-V/def2-TZVPD.

Each line ends with the Löwdin charge.
Geometry (Å):
C 21.9045 21.8406 -0.9788  -0.03
O 22.9438 22.3206 -0.1012  -0.02
C 24.0358 21.5702 0.1330  -0.56
O 24.1294 20.3718 -0.1334  0.10
O 24.8694 22.3303 0.8784  -0.02
C 26.0670 21.7736 1.4289  -0.03
H 22.3311 21.5826 -1.9481  0.09
H 21.1032 22.5429 -1.2081  0.09
H 21.4840 21.0260 -0.3891  0.10
H 26.8420 21.6273 0.6766  0.10
H 25.7131 20.8554 1.8978  0.09
H 26.4010 22.3063 2.3193  0.09
C 23.8489 22.9937 -6.5380  -0.02
O 23.5480 22.0850 -7.6175  0.00
C 24.4822 21.4769 -8.3406  -0.59
O 25.7054 21.6873 -8.3559  0.08
O 23.8731 20.5580 -9.0769  0.01
C 24.6310 19.7220 -10.0217  -0.01
H 24.0751 23.9849 -6.9310  0.09
H 24.6094 22.6588 -5.8326  0.09
H 22.9809 23.1585 -5.8997  0.09
H 25.5043 19.2306 -9.5929  0.09
H 24.9659 20.2471 -10.9162  0.09
H 24.0442 18.9093 -10.4499  0.09
Cl 27.1500 26.5784 -12.1135  0.51
C 26.1491 25.6981 -10.9641  -0.99
Cl 26.4356 26.3998 -9.3102  0.44
H 25.0800 25.6879 -11.1764  0.03
H 26.4519 24.6573 -10.8500  0.02
Cl 30.1398 21.8539 -9.4512  0.49
C 29.9156 20.2079 -10.0580  -1.02
Cl 29.7517 20.2946 -11.8316  0.47
H 30.8163 19.6759 -9.7518  0.02
H 29.0498 19.6762 -9.6632  0.03
Cl 29.9251 20.0058 -4.7183  0.48
C 28.1554 19.9736 -4.6751  -1.00
Cl 27.6901 18.5273 -3.7282  0.46
H 27.8422 20.8778 -4.1532  0.02
H 27.6919 19.8189 -5.6494  0.02
Cl 27.2295 15.0806 -12.1437  0.49
C 26.8088 13.4324 -12.6210  -1.02
Cl 28.2948 12.4283 -12.6501  0.48
H 25.9871 12.9856 -12.0615  0.04
H 26.4501 13.5467 -13.6440  0.02

Orbital gap ... 11.02 eV
E_HOMO ... -0.398 hartree
ΔE to the lowest compared entry with this formula, charge and spin ... 67.4 kJ/mol
E_LUMO ... 0.20 eV

Computed, not measured: a single C8H12N4O molecule in a non-equilibrium geometry, with wB97M-V/def2-TZVPD.

Each line ends with the Löwdin charge.
Geometry (Å):
N -1.9057 -1.2755 -1.2904  0.03
N -0.5529 -1.1514 -1.5302  -0.05
C 0.4456 -1.3394 -0.5731  -0.32
C 0.0513 -1.2260 0.9334  -0.07
C -0.4438 0.1687 1.2897  -0.27
C 0.3129 1.2432 0.9152  -0.04
C -0.1130 2.5482 1.2463  -0.08
C -1.2887 2.7816 1.9421  -0.09
C -2.0184 1.6532 2.3593  -0.09
C -1.6058 0.3942 1.9964  -0.08
N 1.6828 -1.3602 -0.9688  0.04
N 1.8176 -0.9889 -2.3822  -0.14
O 3.1110 -0.4850 -2.5246  -0.07
H -2.2713 -0.7496 -0.5260  0.06
H -2.2512 -2.1848 -1.3083  0.06
H -0.2522 -0.8531 -2.4824  0.14
H -0.7060 -1.9965 1.1111  0.11
H 0.9135 -1.4523 1.5740  0.12
H 1.3073 1.1521 0.4164  0.13
H 0.5272 3.3888 0.9236  0.11
H -1.6261 3.8039 2.2029  0.11
H -2.9586 1.7890 2.8708  0.10
H -2.1808 -0.4866 2.4186  0.13
H 1.8762 -1.9087 -2.8305  0.11
H 3.4007 -0.5315 -1.6281  0.05

Orbital gap ... 9.40 eV
E_HOMO ... -0.315 hartree
ΔE to the lowest compared entry with this formula, charge and spin ... 279.6 kJ/mol
E_LUMO ... 0.84 eV

Computed, not measured: 6 unconnected molecules or ions with the total composition C20H52NO5, with wB97M-V/def2-TZVPD.

Each line ends with the Löwdin charge.
Geometry (Å):
C 0.5109 -1.3716 -2.0833  -0.26
N 0.0951 -0.0469 -2.6377  -0.21
C -1.3309 0.1858 -2.5310  -0.32
C -2.1417 -0.4403 -3.6818  -0.22
C -2.9500 -1.6764 -3.2838  -0.27
C -4.1222 -1.3509 -2.3514  -0.11
H -0.3820 -1.9670 -1.8516  -0.07
H 1.1073 -1.9288 -2.8183  -0.09
H 0.5259 0.6778 -2.0751  0.03
H -1.7167 -0.2077 -1.5710  0.07
H -1.5039 1.2675 -2.5020  0.10
H -2.8318 0.3119 -4.0885  0.09
H -1.4264 -0.6996 -4.4663  0.10
H -3.3213 -2.1923 -4.1770  0.07
H -2.2653 -2.3696 -2.7934  0.08
H -4.3416 -2.1607 -1.6531  0.06
H -5.0393 -1.1468 -2.9128  0.04
H -3.8995 -0.4658 -1.7540  0.07
C -1.7592 -0.6912 2.5407  -0.07
C -0.9466 -0.1807 1.3629  -0.50
C 0.5329 -0.1075 1.6540  -0.07
O -1.4504 1.0936 0.9298  -0.07
H -1.6449 -0.0194 3.4002  0.07
H -2.8184 -0.7505 2.2886  0.08
H -1.4279 -1.6832 2.8495  0.06
H -1.0803 -0.8354 0.4990  0.11
H 0.7225 0.6071 2.4657  0.08
H 1.0644 0.2045 0.7582  0.04
H 0.9336 -1.0786 1.9454  0.08
H -1.3304 1.7081 1.6633  0.07
C -2.8696 -4.9830 6.5394  -0.07
C -2.1897 -4.3378 5.3426  -0.51
C -0.6839 -4.2353 5.5191  -0.06
O -2.7578 -3.0651 5.0510  -0.05
H -2.6861 -4.3897 7.4406  0.08
H -3.9454 -5.0458 6.3788  0.08
H -2.4814 -5.9875 6.7162  0.08
H -2.4042 -4.9269 4.4476  0.14
H -0.4489 -3.6231 6.3955  0.08
H -0.2288 -3.7743 4.6436  0.08
H -0.2376 -5.2197 5.6688  0.08
H -2.5757 -2.4742 5.7912  0.09
C -4.9614 -0.4311 -6.7530  -0.06
C -6.1399 -0.8663 -5.8992  -0.50
C -6.1812 -2.3768 -5.7522  -0.06
O -7.3773 -0.3648 -6.4152  -0.06
H -5.0520 -0.8715 -7.7518  0.08
H -4.9159 0.6528 -6.8504  0.08
H -4.0269 -0.7815 -6.3123  0.07
H -6.0594 -0.4111 -4.9106  0.13
H -6.3109 -2.8475 -6.7323  0.08
H -7.0085 -2.6824 -5.1114  0.08
H -5.2517 -2.7469 -5.3190  0.07
H -7.4926 -0.7369 -7.2974  0.08
C 6.0529 1.2707 0.4299  -0.07
C 4.6626 0.6757 0.5883  -0.50
C 3.7361 1.0805 -0.5414  -0.06
O 4.1198 1.0407 1.8647  -0.07
H 5.9825 2.3619 0.4353  0.06
H 6.6960 0.9668 1.2576  0.07
H 6.5150 0.9567 -0.5076  0.08
H 4.7226 -0.4140 0.6308  0.14
H 3.6224 2.1711 -0.5509  0.08
H 2.7557 0.6169 -0.4395  0.05
H 4.1367 0.7764 -1.5091  0.08
H 4.0163 1.9998 1.8617  0.08
C 6.0300 5.5727 3.4135  -0.06
C 7.0066 5.3818 2.2651  -0.51
C 7.7056 6.6748 1.8793  -0.07
O 6.3638 4.7899 1.1396  -0.06
H 5.2527 6.2893 3.1316  0.08
H 5.5540 4.6269 3.6689  0.08
H 6.5365 5.9603 4.2990  0.08
H 7.7557 4.6399 2.5526  0.14
H 6.9697 7.4199 1.5620  0.08
H 8.4002 6.5026 1.0580  0.08
H 8.2568 7.0893 2.7249  0.08
H 5.6748 5.3905 0.8307  0.09

Orbital gap ... 3.13 eV
E_HOMO ... -0.031 hartree
Total charge ... -1
E_LUMO ... 2.29 eV